No. 1
44
Properties=species:S:1:pos:R:3 method="wB97M-V/def2-TZVPD" homo_lumo_gap_ev=8.07 lumo_energy_ev=-0.05 smiles="O=C(Nc1ccc(O)cc1)c1ccc(SCc2ccccc2B(O)O)nc1" charge=0
O -3.016 0.005 1.073
C -1.871 -0.305 0.693
N -1.662 -0.835 -0.582
C -2.655 -1.219 -1.505
C -3.958 -1.576 -1.093
C -4.864 -2.107 -1.982
C -4.518 -2.349 -3.313
O -5.476 -2.983 -4.151
C -3.277 -1.912 -3.750
C -2.365 -1.375 -2.856
C -0.695 -0.187 1.554
C -0.627 0.815 2.499
C 0.531 0.958 3.220
C 1.554 0.039 3.019
S 3.116 0.391 3.800
C 4.016 0.673 2.236
C 3.306 1.576 1.279
C 3.384 2.964 1.450
C 2.619 3.838 0.727
C 1.752 3.389 -0.233
C 1.673 2.005 -0.399
C 2.491 1.090 0.287
B 2.357 -0.374 -0.332
O 3.212 -1.345 0.173
O 1.348 -0.640 -1.233
N 1.455 -1.069 2.272
C 0.368 -1.109 1.547
H -0.670 -0.794 -0.930
H -4.256 -1.330 -0.088
H -5.881 -2.281 -1.731
H -5.056 -3.231 -4.999
H -2.999 -2.036 -4.787
H -1.457 -0.976 -3.249
H -1.415 1.488 2.662
H 0.723 1.799 3.873
H 4.996 1.074 2.531
H 4.179 -0.294 1.757
H 4.003 3.375 2.244
H 2.684 4.885 0.926
H 1.121 4.086 -0.738
H 0.971 1.650 -1.097
H 3.057 -2.284 -0.023
H 1.513 -1.516 -1.652
H 0.290 -1.973 0.903

---

No. 2
50
Properties=species:S:1:pos:R:3 method="wB97M-V/def2-TZVPD" homo_lumo_gap_ev=7.35 lumo_energy_ev=-7.10 charge=+2
Zr 0.016 0.007 0.018
O 0.604 -1.558 -1.497
C 0.129 -2.930 -1.281
C -0.035 -3.141 0.208
N -0.834 -2.057 0.829
C -2.285 -2.165 0.559
C -2.833 -0.745 0.493
O -3.821 -0.350 1.025
O -1.985 0.047 -0.203
C -0.562 -1.934 2.287
C 0.607 -0.964 2.544
O 0.801 -0.442 3.597
O 1.297 -0.737 1.416
H 0.721 -1.390 -2.444
H 0.869 -3.619 -1.683
H -0.809 -3.038 -1.827
H 0.936 -3.165 0.699
H -0.523 -4.109 0.360
H -2.807 -2.740 1.322
H -2.443 -2.636 -0.412
H -0.296 -2.896 2.733
H -1.451 -1.570 2.802
Se 3.880 6.277 2.811
N 2.340 5.491 3.226
C 2.161 4.525 2.364
C 0.977 3.683 2.337
C -0.096 3.854 3.219
C -1.209 3.050 3.097
C -1.228 2.075 2.110
N -0.197 1.880 1.282
C 0.892 2.679 1.376
C 1.984 2.441 0.434
N 1.851 1.409 -0.433
C 2.831 1.169 -1.304
C 3.984 1.938 -1.372
C 4.132 2.989 -0.494
C 3.118 3.253 0.432
C 3.212 4.321 1.413
N 4.241 5.122 1.509
H -0.037 4.627 3.974
H -2.063 3.165 3.748
H -2.097 1.443 1.967
H 2.695 0.329 -1.974
H 4.745 1.697 -2.101
H 5.015 3.615 -0.500
Br -1.903 -0.755 -3.704
C -2.118 1.065 -3.164
Br -0.490 1.782 -2.364
H -2.897 1.131 -2.414
H -2.318 1.674 -4.037